Entry 1:
Below is a molecular structure, C45H54MgN11P2S3Sb, with properties calculated with the ωB97M-V functional and the def2-TZVPD basis.

XYZ file:
```
117
C45H54MgN11P2S3Sb, DFT the ωB97M-V functional and the def2-TZVPD basis
H -5.55312 -1.06655 2.70311
C -2.48085 -4.62555 0.14320
H -1.27976 -0.78778 -3.78598
H -1.54665 1.99592 3.80647
H -3.26424 -6.61791 -0.02256
C 2.66357 3.84534 1.52730
C -0.61873 3.48845 2.50537
C -1.38104 -6.58123 1.01481
H 4.43328 3.41380 2.73559
H 3.91431 2.33343 4.32752
H 1.92796 2.33791 6.32639
C -5.08116 -1.07851 1.72683
H 1.28686 0.03533 5.50949
C -5.77938 -0.61824 0.60995
N 0.16032 1.13626 -1.23480
H -1.35454 -7.65525 1.16972
H 1.89355 3.70867 5.20006
C 3.31921 1.42028 4.30523
C -1.65548 2.71190 -2.68433
N 2.81214 -1.08818 1.24520
H 2.32000 -3.04325 -4.10559
C -2.62003 3.57123 -3.44738
C -0.33851 -5.78532 1.47120
C -0.40721 -1.06967 -4.36694
C 1.82221 1.72228 4.27249
H 1.58873 5.70728 1.94180
H -2.69125 2.93964 2.83344
N 4.69675 0.17503 0.41020
C -0.30819 -5.58112 -2.27396
H -6.79227 -0.24446 0.71701
H -0.73048 -7.68846 -2.21530
S 1.87643 -3.26507 -1.31641
C -2.02943 2.05958 -1.51473
H 2.53670 2.94544 -0.45948
H -3.68108 -5.23373 -4.11880
H 0.50813 -6.23630 1.97746
C 1.89461 -1.74148 -5.76459
H 0.21140 5.25268 3.53155
N -3.83188 3.69515 -2.88306
C 1.49128 2.70780 5.38485
H -1.73032 1.63716 2.09453
C -1.10037 1.30574 -0.82991
S -0.40422 -1.04758 1.63311
H 0.44597 -3.78153 1.62607
H 1.25537 -0.29842 -7.22568
H -0.02295 0.53749 4.41887
H 4.76941 3.94307 1.08497
Mg 1.43782 -0.81457 -0.33082
H -5.70720 -0.28742 -1.51044
N 4.37416 0.40317 -3.01823
H -3.21979 -1.86974 2.46247
C -1.43760 -3.81931 0.60421
H -1.37178 0.79718 0.08678
N 4.66054 -1.01212 2.46032
H -1.95559 4.49136 1.13105
C 0.46140 -2.02319 -3.83621
H -0.77078 4.21781 4.56432
H 1.35479 -0.36372 3.78318
C -2.45620 -5.99995 0.35096
C 1.61640 -2.34523 -4.54455
N 3.06325 -0.03389 -1.35206
H -3.03590 2.08791 -1.11920
H 1.36999 4.24719 -0.21059
H -0.01122 3.02656 -4.01252
C 4.30481 0.18580 -0.92466
C -3.14856 -1.55332 0.34213
C -0.36395 -4.40842 1.26870
H 0.63046 -5.66397 -1.73713
H -4.43861 4.37598 -3.30765
C 1.06205 0.41160 4.49869
H 3.65532 0.80268 3.46540
H -0.80055 0.30338 -5.97415
H -0.26371 4.96881 0.93341
C 4.05974 -0.63664 1.34912
C -2.73221 -5.33669 -3.60462
C -1.07751 -6.71361 -2.54132
C -0.90581 -1.65772 -1.42007
H -3.34617 -1.11353 -1.72484
C 0.51662 1.75102 -2.36118
H -3.30587 -4.17478 -0.39681
C 2.38683 3.91870 0.02091
H 0.41686 2.79142 5.54178
H 2.66866 5.19157 3.24918
H 3.08478 4.63110 -0.44715
S -2.28716 4.31265 -4.88590
C 1.02394 -0.79290 -6.28739
C 2.54544 5.22832 2.16158
H 5.69376 0.21771 0.53340
P -1.35742 -2.03781 0.16122
C -2.28901 -6.59602 -3.20597
H 4.21062 2.29135 1.38374
H 3.33728 5.88432 1.76036
N 2.63946 -1.81753 2.38973
C -0.91745 4.11804 1.14014
C -0.12876 -0.45604 -5.58609
N 3.15538 0.11125 -2.70930
N 3.72293 -1.76182 3.09257
C 4.09352 3.33218 1.70467
P 0.13013 -2.75188 -2.17018
N 5.14416 0.45714 -1.90366
C -1.70127 2.45321 2.82382
H 2.81018 -1.98621 -6.29192
H -2.89254 -7.47567 -3.40417
C -5.16706 -0.63534 -0.63491
H 3.54535 0.85463 5.22242
H -3.94750 3.51732 -1.89916
H -1.54701 5.23585 3.35687
C -0.66455 4.60377 3.55371
C -0.74321 -4.32036 -2.66125
C -0.35499 2.54619 -3.10672
H -2.32637 -3.22548 -3.60416
C -3.85676 -1.10256 -0.76480
H 1.52514 1.57366 -2.71371
Sb 1.24261 2.29550 2.22010
C -3.77690 -1.53761 1.59252
H -0.81480 3.40899 0.31541
C -1.96771 -4.21156 -3.32572
```

Properties
Charge = -2
Kohn-Sham gap = 5.405 eV
HOMO level = -2.1 eV

These are the Mulliken partial charges, in e, on atoms 1 to 8: H 0.384; C -0.361; H 0.239; H 0.240; H 0.355; C 1.867; C 2.194; C -0.499

Entry 2:
Below is a molecular structure, C45H54MoN6O2P2SiTe, with properties calculated with the ωB97M-V functional and the def2-TZVPD basis.

XYZ file:
```
112
C45H54MoN6O2P2SiTe, DFT the ωB97M-V functional and the def2-TZVPD basis
H 3.92562 3.72703 -7.23383
H 2.66172 -1.11667 3.32267
C -2.70328 0.90723 5.54587
C -4.43298 1.70043 -0.20403
H -2.74528 -1.12877 1.57967
H 2.33722 -1.44617 1.60637
H 1.70012 2.86083 -6.33553
H 1.04692 -0.59997 5.08087
H 2.95502 2.53783 3.26017
C -1.61688 -3.33147 3.44317
C -2.58168 -1.41627 -0.54813
H -1.73128 1.80793 -1.76453
H -5.30868 2.25123 -0.53053
H -4.70818 1.12203 0.67507
C -0.54018 4.63483 3.80187
C 0.83042 2.72963 3.30057
H 0.13212 -4.81187 -1.48163
H 0.51862 -3.29567 -2.30323
C -1.53768 4.13543 2.99727
H 2.14692 1.52893 4.45197
C 3.12212 -3.26087 -4.01963
H 4.45682 3.48593 -1.28443
H 3.48792 2.07883 -0.80953
Si -2.97258 2.87613 0.13577
Mo -1.15748 0.43813 2.07987
H -1.13468 -5.26847 0.17087
H 0.50242 -1.14447 -4.02703
C -4.38918 -2.61007 -1.59853
C 1.57592 2.04883 -4.37023
C 2.19562 2.77283 -5.37933
C 4.05942 -1.19557 -1.00403
H 0.25492 0.77303 -5.46673
C -0.45028 -3.61497 1.34277
C -0.61298 -2.93387 2.55667
H 3.43012 -0.55477 -0.38063
H -3.20978 -4.69747 3.84227
H -4.84518 -3.02027 -2.48703
C -1.30488 2.92463 2.32227
N -3.10118 0.27563 4.43147
H 2.06132 1.09393 2.72057
C -2.24758 -5.10747 1.97187
H -3.98608 5.06143 -0.50813
H -0.71568 3.02113 -0.99533
H 4.95572 3.77233 -3.74613
C -4.43678 -2.20907 0.76877
H -4.18368 0.99623 -0.99173
H 1.61182 -5.26947 0.35887
C 4.01222 3.27873 -3.93063
P 0.73332 -2.99317 0.06737
C 0.40392 -1.42827 4.78237
C -1.73148 2.80293 -1.32753
N -0.84448 -0.08867 0.38647
C -3.22408 -1.55457 0.67837
P 0.28332 -1.39277 2.95497
N -0.25378 1.58643 5.47807
O -0.70588 -0.72067 -1.80033
C 2.06512 -1.70487 2.62617
C 0.21752 1.47933 -4.63843
H 2.64422 -4.26457 -0.68133
H -4.93288 -2.30127 1.72287
C -1.38288 1.36663 5.60517
Te 1.30922 0.63383 -1.62143
N -4.15488 1.29803 7.60097
H -0.47098 2.27693 -4.91503
H 1.45752 4.34273 4.55037
C 1.94432 -2.66347 -4.43273
H -0.17088 0.97873 -3.74593
H 4.92842 -0.62067 -1.32213
C -0.00618 -3.73207 -1.45583
C 1.44362 -1.57807 -3.73463
C 4.06182 4.19983 -6.26423
H -1.76628 -2.80077 4.37427
C -1.28368 -0.69797 -0.66583
C 3.78342 -2.77067 -2.91093
C 3.42122 3.39243 -5.17973
H 5.12443 4.32963 -6.07803
C 2.07872 1.91853 3.43707
H -2.66478 -1.85547 -2.63673
H 4.69922 -3.24057 -2.58313
H 2.72362 -4.08477 1.07677
C -3.17338 -1.95867 -1.68963
H 4.41472 -2.03687 -0.41233
C 0.67082 3.95093 3.92657
H 2.26312 -2.76167 2.80327
H 0.83642 -2.37197 5.11637
C -5.02078 -2.74157 -0.37223
C 2.11502 -1.07947 -2.62733
O -2.22118 0.27923 3.46007
H -2.70968 5.34063 0.65687
C 3.42992 2.54853 -2.90173
C 2.21702 1.90753 -3.14043
N -2.10678 2.22813 1.50997
H -2.87678 -5.95167 1.73617
H -1.98428 3.50553 -2.11433
H -2.50008 4.61133 2.91137
H -4.28098 4.75333 1.18887
H 3.60662 5.18933 -6.30783
C 4.13942 2.48903 -1.58373
H 5.02942 1.86623 -1.66173
C 2.06182 -4.28547 0.23907
H -1.06028 -3.47957 -1.53723
C -3.53838 1.08853 6.65447
C -1.26228 -4.71397 1.08597
C 3.29562 -1.67837 -2.19673
H -5.97088 -3.24867 -0.30143
H -0.55528 -1.28157 5.27157
C -2.43388 -4.40657 3.15137
H 1.41232 -3.04017 -5.29253
H 3.51642 -4.11177 -4.55413
C -3.53448 4.68003 0.40257
N -0.14218 2.23683 2.51557
H -0.69448 5.55283 4.34937
```

Properties
Charge = +1
Kohn-Sham gap (spin up / spin down) = 5.895 / 5.811 eV
⟨S²⟩ = 0.93
HOMO level (spin up / spin down) = -10.0 / -10.0 eV
Multiplicity = 2

These are the Mulliken partial charges, in e, on atoms 1 to 8: H 0.391; H 0.661; C 0.660; C -1.044; H 0.471; H -0.220; H 0.479; H 0.281